Computed, not measured: C45H38N7OP2Pt as an isolated structure, with wB97M-V/def2-TZVPD.

The LUMO energy comes out at -8.508 eV. The calculation puts the orbital gap at 0.2926 Ha. The max |F| is 0.9 eV/A. The total charge is +3. The calculation puts the calculated total energy at -2997.17138 a.u. As for the relative energy (zero: lowest compared OMol25 entry of this formula, charge and spin): 3.55 kcal per mole.

Geometry as XYZ:
```
94
Properties=species:S:1:pos:R:3:lowdin_charge:R:1
Pt -1.224 -0.338 0.782 1.07
C -0.365 -3.578 1.580 -0.02
C -1.503 -2.993 2.355 -0.29
C -2.141 -3.811 3.290 0.02
C -3.246 -3.366 3.972 0.02
C -3.756 -2.109 3.665 0.04
C -3.107 -1.330 2.738 -0.17
N -1.936 -1.733 2.144 -0.03
C -3.687 -0.065 2.243 -0.17
C -4.804 0.589 2.740 0.05
C -5.223 1.757 2.119 0.03
C -4.523 2.274 1.034 0.05
C -3.407 1.594 0.591 -0.15
N -3.046 0.441 1.183 -0.02
C -2.524 1.984 -0.537 -0.19
C -2.133 3.383 -0.989 -0.05
C -2.359 3.473 -2.515 -0.07
C -2.219 1.998 -2.986 -0.06
C -2.375 1.101 -1.748 -0.24
C -3.118 -0.184 -1.963 0.02
N -1.312 1.137 -0.651 -0.08
H 0.347 -4.058 2.250 0.10
H -0.765 -4.346 0.917 0.10
H 0.146 -2.842 0.970 0.02
H -1.753 -4.808 3.451 0.14
H -3.740 -3.995 4.700 0.14
H -4.670 -1.764 4.125 0.13
H -5.337 0.210 3.599 0.13
H -6.097 2.275 2.491 0.14
H -4.837 3.190 0.553 0.14
H -2.491 4.197 -0.366 0.16
H -3.145 4.090 -2.939 0.16
H -2.920 1.651 -3.739 0.16
H -4.020 0.026 -2.539 0.12
H -2.515 -0.875 -2.550 0.08
H -3.415 -0.676 -1.042 0.07
C 3.189 -1.637 -0.197 -0.08
N 2.122 -0.577 -0.249 -0.38
P 1.137 -0.202 1.168 0.93
C 1.556 1.526 1.516 -0.41
C 0.765 2.199 2.447 -0.09
C 1.092 3.493 2.822 -0.04
C 2.205 4.116 2.270 -0.03
C 2.994 3.445 1.346 -0.04
C 2.673 2.149 0.965 -0.09
C 1.955 -0.938 2.603 -0.35
C 1.210 -1.354 3.701 -0.09
C 1.841 -1.696 4.890 -0.04
C 3.219 -1.618 4.993 -0.02
C 3.969 -1.151 3.918 -0.03
C 3.342 -0.790 2.741 -0.09
P 1.493 -0.368 -1.758 0.91
C 2.692 -0.618 -3.024 -0.33
C 2.616 -1.628 -3.983 -0.05
C 3.601 -1.714 -4.953 -0.02
C 4.653 -0.807 -4.960 -0.01
C 4.729 0.200 -4.001 -0.03
C 3.748 0.304 -3.033 -0.06
C 0.630 1.169 -2.024 -0.19
C -0.111 1.938 -0.957 -0.23
C -0.589 3.358 -1.293 -0.07
C -0.844 3.656 -2.784 -0.10
C -0.804 2.352 -3.594 -0.13
C 0.290 1.391 -3.303 0.05
H 3.054 -2.247 0.689 0.08
H 4.174 -1.175 -0.181 0.10
H 3.119 -2.290 -1.064 0.09
H -0.096 1.710 2.892 0.10
H 0.487 4.014 3.552 0.12
H 2.463 5.124 2.568 0.12
H 3.866 3.928 0.926 0.12
H 3.295 1.630 0.246 0.10
H 0.136 -1.365 3.662 0.08
H 1.250 -2.013 5.739 0.12
H 3.712 -1.890 5.916 0.13
H 5.042 -1.050 4.007 0.13
H 3.940 -0.376 1.939 0.10
H 1.812 -2.354 -3.991 0.10
H 3.547 -2.493 -5.702 0.13
H 5.420 -0.882 -5.719 0.13
H 5.550 0.903 -4.014 0.13
H 3.802 1.097 -2.295 0.11
H 0.454 2.007 -0.040 0.07
H 0.011 4.097 -0.769 0.16
H -0.394 4.549 -3.202 0.16
H -0.911 2.536 -4.660 0.16
H 0.734 0.826 -4.118 0.13
O -2.381 -3.226 -1.242 -0.04
N -2.175 -3.826 -2.267 0.05
C -1.037 -3.410 -3.028 -0.24
C -0.728 -4.012 -4.279 -0.17
N -0.426 -4.436 -5.303 0.21
C -0.252 -2.453 -2.509 -0.03
N 0.377 -1.620 -1.948 0.11
```